[1]
The following is a quantum chemistry calculation of the molecule C4H3N3 at a distorted geometry, from the OMol25 dataset.

Element x y z (Å)
N: -1.0231 1.2553 -2.5634
C: -0.6926 1.3587 -1.4607
C: -0.1711 1.0068 -0.2156
N: 0.0113 1.1849 1.0595
C: 0.3690 -0.0572 1.5333
C: 0.3656 -1.0021 0.5417
N: 0.0584 -0.4259 -0.6114
H: 0.6182 -0.2498 2.5631
H: 0.5527 -2.0518 0.5965
H: -0.0995 -0.9957 -1.4704

Force components x, y, z for each atom (eV/Å):
N -0.046 0.655 0.461
C -0.936 2.261 -1.535
C 0.373 -4.160 -1.450
N -0.080 -0.334 -1.052
C 0.075 -0.106 0.261
C 0.368 -0.461 0.915
N 0.079 0.674 1.356
H -0.075 0.306 0.046
H 0.173 -0.362 0.196
H 0.069 1.527 0.803

As for the multiplicity: 1. As for the LUMO energy: 0.51 eV. The value obtained for the frontier orbital gap is 9.8 eV. The calculation puts the HOMO energy at -9.24 eV. As for the SMILES: N#Cc1ncc[nH]1.

---

[2]
The following is a quantum chemistry calculation of a structure of composition C6H9N at a distorted geometry, from the OMol25 dataset.

Element x y z (Å)
C: 2.1488 0.2326 -0.0438
C: 0.5843 0.1342 0.0432
C: -0.1831 -0.8421 1.0678
C: -1.0823 -0.7636 -0.1208
C: -1.5586 0.7882 -0.0932
C: -0.4061 1.3282 0.1072
H: 2.7555 1.0258 0.6380
H: 2.1675 0.4883 -1.1139
H: 2.5908 -0.7498 0.1883
H: -0.4854 -0.2995 1.9469
H: 0.2935 -1.8063 1.4117
H: -1.8811 -1.5067 -0.4804
H: 0.6854 -1.4639 -1.1432
H: -2.6488 0.9613 -0.0755
H: 0.0341 2.4331 0.2825
N: -0.0756 -0.6210 -1.0596

Force components x, y, z for each atom (eV/Å):
C -0.600 1.536 0.871
C 1.194 0.432 1.838
C 1.380 0.207 1.189
C -5.314 -1.436 -0.676
C -2.457 -2.996 0.589
C 3.976 4.014 0.501
H -1.905 -1.640 -1.674
H 1.184 -0.026 0.250
H -0.190 0.355 -0.398
H -0.357 -0.064 0.483
H -0.344 0.808 -1.054
H 0.818 0.938 1.170
H -2.948 1.602 0.263
H 1.055 0.664 -0.107
H -1.543 -2.629 -0.461
N 6.051 -1.764 -2.785

As for the multiplicity: 1. As for the LUMO energy: 1.04 eV. The value obtained for the frontier orbital gap is 10.0 eV. The calculation puts the HOMO energy at -9.01 eV.

---

[3]
The following is a quantum chemistry calculation of a structure of composition C5H15N2O at a distorted geometry, from the OMol25 dataset.

Element x y z (Å)
N: -4.1153 -0.3923 -1.1800
C: 0.5701 2.0657 -0.1035
C: 0.5642 0.6181 -0.4948
N: 1.4243 -0.1247 0.3758
C: 2.8097 -0.3188 -0.0744
C: 0.7941 -1.3374 0.7460
C: -0.5665 -0.7782 1.1194
O: -1.1643 -0.3055 0.0310
H: -3.2403 -0.1460 -0.7811
H: -4.5813 -1.2203 -0.8580
H: 0.0969 2.1647 0.8576
H: 1.6002 2.3932 0.1072
H: 0.1241 2.7604 -0.8045
H: -0.5556 0.1595 -0.4778
H: 0.8170 0.5423 -1.5415
H: 2.8520 -0.9237 -0.9854
H: 3.3091 0.6253 -0.2241
H: 3.4097 -0.8479 0.6502
H: 1.3106 -1.6612 1.6583
H: 0.7382 -2.1073 -0.0325
H: -1.1592 -1.5381 1.6672
H: -0.3842 0.0050 1.8713
H: -4.6536 0.3671 -1.5264

Force components x, y, z for each atom (eV/Å):
N 0.327 -0.444 -0.592
C -1.128 -0.212 0.000
C 8.339 4.060 0.898
N -0.504 0.967 -0.485
C 0.165 0.018 -1.065
C -0.654 -0.879 1.441
C 1.255 -2.205 4.361
O -4.766 -1.855 1.078
H 0.067 -0.020 0.390
H -0.033 0.278 0.127
H -0.324 0.199 0.622
H 0.085 -0.566 -0.233
H -0.141 -0.115 -0.243
H 0.100 1.811 -4.154
H -1.333 -1.196 -1.108
H 0.023 0.136 -0.201
H -0.024 0.377 -0.200
H -0.357 -0.153 0.637
H -0.197 -0.503 -0.369
H 0.042 -0.100 0.087
H -0.274 0.249 -0.925
H -0.207 -0.041 -0.119
H -0.461 0.193 0.054

As for the multiplicity: 1. The net charge is +1. As for the LUMO energy: -7.48 eV. The value obtained for the frontier orbital gap is 4.6 eV. The calculation puts the HOMO energy at -12.10 eV.